117
Properties=species:S:1:pos:R:3 method="wB97M-V/def2-TZVPD" homo_lumo_gap_ev=6.071 total_charge=0 lumo_energy_ev=-1.345
Br -1.81178 -1.90066 6.13717
S 1.62480 0.79104 0.86734
P -1.80003 -2.02804 3.82388
P -2.85493 -0.55978 -0.28257
O 4.22514 2.89373 -8.31872
O -3.75920 -5.96119 4.87812
O -3.62743 -0.38302 -1.87312
O 5.63467 2.45412 -4.00610
O 0.94740 2.60714 3.74679
O -0.07090 -4.73555 -2.08512
O -1.75958 -0.40296 3.19525
O 2.20439 0.62167 4.12850
O -2.62704 1.02095 0.41205
O 3.60019 -3.53120 3.24506
O -3.79545 -1.52583 0.54047
O -3.70307 -6.48006 -5.22128
O -1.40729 3.38861 4.93881
O 0.06383 7.35960 3.45484
O 2.19177 -3.64638 5.18677
N 0.61942 -1.85850 1.29439
N -0.32769 -2.94953 3.43313
N 1.92778 -1.68539 3.40701
C -1.10565 -1.25835 -0.64783
C -1.22157 -5.37966 -2.61163
C 2.59130 -2.93945 3.93446
C -0.70420 4.44829 4.16583
C -4.46867 0.82215 -1.90958
C 1.50941 1.73512 4.79153
C -4.61213 -5.78715 5.99988
C 6.37160 3.95294 -8.09362
C 1.26804 7.69025 4.13061
C 0.69786 -2.15095 2.66276
C 6.92059 0.42285 -4.02059
C 1.17836 9.09475 4.69053
C -5.30638 0.79335 -3.34500
C 1.78867 -1.07834 0.65700
C 3.19704 1.58733 -1.43301
C -3.10614 2.64419 2.27149
C -3.69788 1.38477 1.35152
C 1.63033 -0.69147 4.50279
C -0.54225 -2.32976 0.44841
C 4.95968 4.06843 -8.62963
C 6.46562 1.63164 -4.81180
C 0.90967 4.02038 4.15801
C -2.95574 -6.51515 -6.42808
C -2.34340 -5.15620 -6.69728
C 1.66587 1.67764 -0.78423
C -1.68723 -6.46436 -1.66255
C -5.58399 -4.65478 5.74027
H -0.97281 -5.79654 -3.59236
H 6.15710 2.73177 -3.23410
H 7.55866 -0.22404 -4.62907
H 3.72564 0.70003 -0.87407
H 2.09742 9.36354 5.21868
H 0.33458 9.17962 5.38317
H -2.57656 -6.96782 -2.05177
H 7.32134 2.22295 -5.15178
H -0.05526 8.00378 2.73590
H 3.68841 2.63527 -1.23010
H -3.62039 -6.81475 -7.24416
H -3.54853 2.61065 3.36835
H 1.48029 4.63230 3.31006
H 2.83864 -1.50764 0.94312
H 1.41740 6.96565 4.93648
H 2.26080 -1.05007 5.45173
H 6.36341 3.81301 -7.00773
H 7.47761 0.73040 -3.12956
H -1.46378 -2.73618 1.04828
H -3.27839 -5.12655 4.74315
H -3.98565 0.54750 2.11640
H -3.88477 1.83842 -1.86779
H 1.67682 -1.27089 -0.51654
H -3.12149 -4.39039 -6.78044
H -6.25193 -4.51055 6.59404
H -4.68712 1.76445 0.80426
H 1.44447 4.25552 5.17265
H -2.00349 -4.62632 -2.74527
H 0.51774 -0.65140 4.86044
H 3.09730 1.38392 -2.60418
H -0.57302 -3.78485 2.82899
H -0.89932 -7.20891 -1.50878
H -4.39979 -5.80972 -5.32731
H -1.05583 4.42261 3.04877
H 5.89075 1.32075 -5.68910
H -6.28582 1.46287 -3.27797
H 0.62025 -5.41147 -1.97812
H -5.28680 0.74432 -1.05718
H -3.99628 -5.58159 6.88077
H -3.35504 3.64100 1.71060
H 4.44416 4.93030 -8.19499
H 4.21337 2.80303 -7.35040
H -1.75999 -5.16753 -7.62213
H -0.87770 0.04826 3.34169
H 6.95269 4.84894 -8.32897
H -1.93055 2.52562 2.25708
H -1.20474 -1.84435 -1.68300
H 2.10148 7.60066 3.42716
H -1.69024 -4.85798 -5.87062
H -0.41760 -0.33937 -0.86717
H 1.00677 9.82092 3.88926
H -4.60865 1.22303 -4.21347
H 4.97147 4.18596 -9.71721
H 6.05865 -0.15617 -3.67311
H -6.18719 -4.86196 4.85024
H -0.13260 -3.26326 -0.17372
H 0.64672 1.42442 5.51820
H 6.87605 3.08119 -8.52316
H -0.83253 5.49586 4.68743
H -1.92164 -6.04137 -0.68017
H 2.33062 2.28274 5.46049
H -2.17410 -7.27340 -6.32375
H 1.36917 2.82417 -0.69031
H -5.15171 -6.72398 6.16719
H 0.95102 1.20231 -1.58635
H -5.04723 -3.71955 5.55044
H -2.36996 3.71957 4.99971
H -5.59611 -0.32594 -3.64174

91
Properties=species:S:1:pos:R:3 method="wB97M-V/def2-TZVPD" homo_lumo_gap_ev="5.475 / 6.039" e_above_lowest_kj_mol=0.00 total_charge=+2 lumo_energy_ev="-7.204 / -6.639"
Sn -0.24380 -0.21410 0.23742
S -6.86239 -1.09141 -2.87075
O -3.91058 1.79862 2.70737
O 0.12125 0.98754 -1.55968
O 0.77331 -2.38949 -0.53653
O 2.66104 3.54471 2.38304
N 2.01171 2.02061 0.86320
N -0.62610 2.48030 1.71846
N 2.46376 -0.10049 -1.43611
N -2.65585 0.61937 1.26689
N 2.38095 1.03708 -2.01425
N -5.58850 -3.18863 -3.82194
N -1.85096 -0.89147 -1.33327
C 4.45969 -3.04783 -0.63719
C -1.62465 -2.96271 3.26854
C -2.02588 -1.74783 2.72649
C 4.89889 -2.30006 0.66792
C 2.04687 4.95112 -3.39958
C -4.21130 -1.64158 -2.60021
C 3.12618 -2.27858 -0.62116
C 0.31005 3.40909 1.87951
C -0.31337 4.92124 -2.89166
C -1.88426 2.82135 1.97997
C -3.89445 -0.29838 -2.41523
C 3.09200 -5.14651 -0.68090
C 1.87737 -4.46042 -0.79678
C -4.13063 -2.72162 2.10592
C -2.27403 4.09960 2.34839
C 2.16037 3.64087 -2.97090
C 5.30221 0.15450 0.46993
C 3.48216 1.91981 0.88625
C -2.83563 1.68876 1.93201
C -1.29199 5.07441 2.45251
C 0.03158 4.72017 2.24056
C -4.59289 0.51472 2.63624
C 1.03116 2.96609 -2.49593
C 0.81397 5.59016 -3.35781
C -5.54951 -2.02545 -3.15625
C -0.20760 3.61258 -2.46177
C 3.89936 2.87122 2.03050
C -2.12684 -2.18032 -1.54504
C -3.28599 -2.59112 -2.18254
C 1.69948 2.93493 1.68058
C 1.81991 -3.03811 -0.68131
C -3.27879 -1.62167 2.13614
C -3.73518 -3.93045 2.65898
C -2.47883 -4.05488 3.23731
C 3.42302 -1.89807 0.91562
C -2.71607 0.03006 -1.79016
C -3.76767 -0.29501 1.60327
C 3.11162 -0.49912 1.28120
C 4.30647 -4.51908 -0.54050
C 3.07337 -1.18682 -1.64370
C 1.12825 1.59852 -1.99255
C 5.75924 -1.09789 0.39827
C 3.94133 0.48386 0.93154
H -6.46713 -3.48141 -4.21892
H 3.06195 -6.22889 -0.68035
H 3.11306 3.13154 -3.00720
H -4.56525 0.07193 3.62924
H -2.17547 -4.99425 3.67944
H 5.10825 -2.81204 -1.48832
H -1.40124 -2.89546 -1.18382
H 2.91825 5.47762 -3.76400
H -3.47520 -3.65073 -2.28649
H 4.27133 2.35122 2.91179
H -3.31081 4.30935 2.56883
H 6.80092 -1.27925 0.15882
H -4.75666 -3.68148 -4.09764
H 5.20259 -5.11265 -0.40703
H 2.15396 -0.27949 1.73220
H 3.84407 2.30903 -0.07253
H 5.36117 -2.95488 1.40813
H -0.65436 -3.04723 3.74077
H 2.89892 -2.62161 1.53915
H -4.41196 -4.77433 2.64578
H 3.52308 -1.37638 -2.62060
H -5.62403 0.68674 2.33953
H 0.83768 5.43178 2.35140
H -1.27085 5.42374 -2.86824
H 5.97474 0.97729 0.25286
H 0.72932 6.61505 -3.69442
H -1.55187 6.08799 2.72573
H -1.07543 3.07651 -2.10261
H 4.61253 3.63095 1.72462
H 0.94954 -5.00829 -0.89141
H -2.44181 1.06619 -1.63883
H -1.37155 -0.88564 2.79321
H -5.11394 -2.63174 1.65704
H -4.36109 -0.47348 0.70515
H -4.57556 0.47010 -2.75157

64
Properties=species:S:1:pos:R:3 method="wB97M-V/def2-TZVPD" homo_lumo_gap_ev=7.089 total_charge=-1 lumo_energy_ev=2.745
Cl -4.80833 -3.08597 1.40001
S -2.28276 -2.76820 2.44794
P -2.41093 -1.05394 1.12473
O -0.67217 -0.65379 1.32512
O -2.63847 2.59782 -1.42725
N -0.51348 0.39050 3.71182
C -1.86886 3.10466 -2.50906
C -5.01766 0.82357 -0.48162
C 3.75445 -1.77059 2.05527
C 0.09665 -2.67050 -1.76688
C -0.47286 -0.24375 2.67394
C 3.88115 0.82250 2.76547
C 2.76906 1.90733 -1.08315
C -0.80620 -3.01375 -0.45818
C -2.09560 -2.05907 -0.45590
C -0.67982 3.88555 -1.98507
C 3.69802 1.26338 0.09551
C 1.10893 -0.22135 -1.21692
C -5.01859 -0.78510 -0.30226
C 2.10999 0.75188 -2.02575
C 1.40122 -1.79420 -1.43078
C -4.34535 -1.30143 1.05541
C 3.10748 1.55175 1.55898
C 4.69954 -0.49281 2.34814
H 1.49119 1.26044 -2.86079
H -2.50307 0.18326 0.34548
H 0.48323 -3.69833 -2.14463
H -4.81414 -0.71266 1.92989
H 3.70026 0.12353 -0.12188
H 3.07082 0.48069 3.51604
H 2.95982 0.13515 -2.47996
H 3.18579 2.69237 1.75775
H 4.58026 1.51387 3.36343
H 4.77740 1.62285 -0.05058
H 2.00131 -2.26738 -0.55982
H -4.62172 -1.26045 -1.26021
H -4.64104 1.38818 0.43556
H -2.64110 -0.23688 2.31542
H -1.53387 2.25720 -3.11145
H -0.49756 -2.22225 -2.63287
H 5.42931 -0.34554 1.47848
H 1.97385 2.62588 -0.68232
H -1.01042 4.72269 -1.36287
H -6.13851 -1.08869 -0.24265
H 2.09594 -1.88364 -2.35844
H 3.51357 2.45874 -1.77926
H -4.26780 1.04235 -1.33498
H -0.07552 4.27637 -2.80793
H -0.19924 -3.04305 0.50337
H 1.29629 -0.01134 -0.09620
H -1.93890 -1.28838 -1.31120
H 3.32776 -2.15493 3.05067
H 0.01652 0.02605 -1.50598
H -0.91703 -2.99595 2.58901
H -0.05096 3.24982 -1.35621
H 5.35635 -0.78544 3.25914
H -2.93868 3.35307 -0.90381
H 1.97801 1.32281 1.55267
H -1.18814 -4.09487 -0.63530
H 4.39923 -2.59231 1.56532
H -2.50998 3.73873 -3.13082
H -3.01015 -2.68280 -0.79540
H -6.03136 1.21775 -0.87761
H 2.89692 -1.51138 1.32136

Number 1: E_tot -163728.1866 eV, molecular weight 848.766 g mol⁻¹, F_max 0.190 hartree/bohr. Number 2: E_tot -80430.9668 eV, molecular weight 864.576 g mol⁻¹, F_max 0.009 hartree/bohr. Number 3: E_tot -57541.7250 eV, molecular weight 401.017 g mol⁻¹, F_max 0.116 hartree/bohr.